No. 1
Entry from the OMol25 dataset: the molecule C7H14N2O2 (wB97M-V/def2-TZVPD).

The geometry in XYZ format:
```
25
C7H14N2O2 (wB97M-V/def2-TZVPD)
C 1.953 -1.186 1.047
C 2.114 -0.511 -0.309
O 3.169 -0.698 -0.863
C 1.118 0.447 -0.899
C -0.186 0.656 -0.273
C -1.012 1.559 -1.259
C -0.156 1.363 1.037
N -0.843 -0.656 -0.140
C -2.073 -1.033 0.605
N -0.455 -1.619 -0.967
O -1.122 -2.627 -0.896
H 2.525 -2.158 1.099
H 2.486 -0.523 1.724
H 0.950 -1.261 1.420
H 1.658 1.394 -1.000
H 0.980 0.096 -1.924
H -1.958 1.857 -0.912
H -0.385 2.436 -1.510
H -1.241 1.167 -2.278
H -1.195 1.315 1.499
H 0.589 0.971 1.769
H 0.215 2.405 0.794
H -2.416 -0.239 1.231
H -2.800 -1.246 -0.178
H -1.916 -1.907 1.185
```

Properties
spin multiplicity = 1
energy relative to the best compared isomer or geometry (same formula, charge and spin) = 2.289 eV
charge = 0
largest force on an atom = 2.717 eV Å⁻¹
structure (SMILES) = CC(=O)CC(C)(C)N(C)N=O

No. 2
Entry from the OMol25 dataset: the molecule C22H29N3O (wB97M-V/def2-TZVPD).

The geometry in XYZ format:
```
55
C22H29N3O (wB97M-V/def2-TZVPD)
C -0.837 -2.133 1.263
C -2.271 -1.692 1.455
O -2.669 -1.246 2.514
N -3.110 -1.852 0.399
C -2.743 -2.192 -0.956
C -3.277 -1.080 -1.898
N -3.450 0.167 -1.195
C -2.333 0.952 -0.899
C -2.507 2.209 -0.314
C -1.428 3.005 0.006
C -0.123 2.599 -0.266
N 0.976 3.420 0.044
C 1.897 2.956 1.086
C 2.524 1.634 0.749
C 2.112 0.470 1.381
C 2.676 -0.748 1.047
C 3.660 -0.839 0.072
C 4.255 -2.177 -0.292
C 5.762 -2.195 -0.029
C 3.954 -2.523 -1.752
C 4.072 0.332 -0.557
C 3.516 1.550 -0.221
C 0.050 1.390 -0.931
C -1.029 0.583 -1.233
C -4.507 0.056 -0.205
C -4.457 -1.328 0.486
H -0.318 -1.436 0.607
H -0.779 -3.138 0.852
H -0.353 -2.116 2.236
H -3.192 -3.158 -1.224
H -1.663 -2.281 -1.038
H -2.611 -0.937 -2.749
H -4.260 -1.363 -2.288
H -3.501 2.577 -0.109
H -1.600 3.967 0.471
H 0.651 4.351 0.288
H 1.386 2.872 2.060
H 2.677 3.720 1.173
H 1.339 0.514 2.136
H 2.344 -1.645 1.552
H 3.790 -2.940 0.343
H 6.276 -1.479 -0.665
H 6.168 -3.185 -0.231
H 5.968 -1.942 1.009
H 4.422 -1.807 -2.423
H 4.333 -3.515 -1.990
H 2.881 -2.510 -1.931
H 4.837 0.294 -1.318
H 3.840 2.450 -0.723
H 1.040 1.074 -1.217
H -0.829 -0.342 -1.752
H -4.380 0.833 0.545
H -5.479 0.194 -0.695
H -5.133 -2.038 0.002
H -4.719 -1.240 1.540
```

Properties
spin multiplicity = 1
energy relative to the best compared isomer or geometry (same formula, charge and spin) = 0.318 eV
charge = 0
largest force on an atom = 0.610 eV Å⁻¹
structure (SMILES) = CC(=O)N1CCN(c2ccc(NCc3ccc(C(C)C)cc3)cc2)CC1

No. 3
Entry from the OMol25 dataset: a structure of composition C11H22CeI2NO3P2 (wB97M-V/def2-TZVPD).

The geometry in XYZ format:
```
42
C11H22CeI2NO3P2 (wB97M-V/def2-TZVPD)
I 1.371 -2.853 1.675
I -0.120 1.163 -1.931
Ce 0.859 -0.786 -0.160
P 1.281 0.904 1.630
C -0.154 1.229 2.684
C 2.588 0.370 2.690
H 2.876 1.245 3.270
H 2.187 3.040 1.729
H 3.433 0.013 2.089
H 2.584 2.262 0.162
H -0.511 0.303 3.133
H 2.258 -0.442 3.344
C 1.801 2.435 0.912
H 0.099 1.966 3.375
H 0.981 2.964 0.417
H -0.995 1.615 2.074
P 0.731 -2.449 -1.994
C -0.876 -3.217 -2.148
C 1.141 -1.696 -3.554
H 2.911 -3.304 -1.480
H 2.013 -4.277 -2.694
H 1.629 -4.417 -0.942
C 1.937 -3.740 -1.750
H 2.059 -1.094 -3.456
H 1.301 -2.510 -4.262
H -0.829 -3.928 -2.975
H -1.649 -2.459 -2.354
H 0.334 -1.036 -3.899
H -1.142 -3.744 -1.218
C -1.004 -1.125 0.344
O -2.171 -1.335 0.621
O -0.509 3.447 -0.566
C -1.106 2.634 0.085
C -2.587 2.990 -0.152
C -3.330 2.156 0.837
C -2.439 0.897 0.975
O -2.805 0.413 1.878
N -0.944 1.155 0.437
H -2.816 4.007 0.004
H -2.813 2.627 -1.119
H -3.269 2.641 1.789
H -4.309 1.936 0.500
```

Properties
spin multiplicity = 2
energy relative to the best compared isomer or geometry (same formula, charge and spin) = 13.080 eV
charge = +2
largest force on an atom = 18.115 eV Å⁻¹

Which value of spin multiplicity does entry 2 give?
1